A:
Below is one molecule with the formula C4H10NO3PS, with properties calculated with the ωB97M-V functional and the def2-TZVPD basis.

Computed properties:
* E_HOMO: -9.73 eV
* LUMO energy: -0.42 eV
* SMILES: CC(C)O[P@@](C)(=O)S(#N)=O
* gap between HOMO and LUMO: 9.3176 eV

Last columns: bonded neighbours and bond lengths (Å).
Geometry (Å):
1 C 1.568 1.886 -0.723  C4 1.478, H11 1.210, H12 1.009, H13 1.060
2 C 1.523 -0.585 -0.233  C4 1.532, H14 1.190, H15 1.033, H16 1.112
3 C -1.332 -0.029 1.966  P9 1.811, H17 1.095, H18 1.245, H19 1.160
4 C 0.877 0.600 -0.957  C1 1.478, C2 1.532, O8 1.468, H20 1.139
5 N -1.941 -3.538 0.149  S10 1.459
6 O -2.976 0.671 -0.164  P9 1.460
7 O -1.189 -1.994 -1.705  S10 1.468
8 O -0.545 0.756 -0.628  C4 1.468, P9 1.540
9 P -1.677 0.110 0.193  C3 1.811, O6 1.460, O8 1.540, S10 2.357
10 S -1.661 -2.189 -0.329  N5 1.459, O7 1.468, P9 2.357
11 H 1.201 2.740 -1.498  C1 1.210
12 H 1.463 2.263 0.207  C1 1.009
13 H 2.604 1.885 -0.948  C1 1.060
14 H 0.974 -1.537 -0.691  C2 1.190
15 H 1.614 -0.481 0.791  C2 1.033
16 H 2.609 -0.633 -0.464  C2 1.112
17 H -0.509 -0.710 2.206  C3 1.095
18 H -1.262 1.115 2.452  C3 1.245
19 H -2.243 -0.585 2.419  C3 1.160
20 H 0.904 0.257 -2.044  C4 1.139



B:
Below is a 2-piece molecular cluster, C4H10NO3PS overall, with properties calculated with the ωB97M-V functional and the def2-TZVPD basis.

Computed properties:
* E_HOMO (alpha / beta): -9.15 / -9.15 eV
* LUMO energy (alpha / beta): -1.89 / -1.89 eV
* gap between HOMO and LUMO (alpha / beta): 7.2605 / 7.2534 eV

Last columns: bonded neighbours and bond lengths (Å).
Geometry (Å):
1 C 1.410 -0.846 -0.498  C2 1.545, N5 1.397, O6 1.220
2 C 2.108 -1.668 -1.604  C1 1.545, H11 1.149, H12 1.052, H13 1.123
3 C 0.742 1.730 2.283  O7 1.391, H14 1.019, H15 1.111, H16 1.178
4 C -2.228 0.352 -1.482  O8 1.433, H17 1.103, H18 1.095, H19 1.117
5 N 0.558 0.168 -0.944  C1 1.397, P9 1.571
6 O 1.563 -1.073 0.691  C1 1.220
7 O 0.051 1.996 1.106  C3 1.391, P9 1.593
8 O -1.588 1.330 -0.653  C4 1.433, P9 1.590
9 P -0.360 0.764 0.183  N5 1.571, O7 1.593, O8 1.590
10 S -1.811 -1.443 1.680  H20 1.353
11 H 1.327 -2.467 -1.874  C2 1.149
12 H 2.238 -1.200 -2.536  C2 1.052
13 H 3.077 -2.088 -1.221  C2 1.123
14 H 0.855 2.635 2.735  C3 1.019
15 H 1.728 1.226 2.200  C3 1.111
16 H 0.135 0.978 2.958  C3 1.178
17 H -2.278 0.752 -2.509  C4 1.103
18 H -3.175 0.018 -1.044  C4 1.095
19 H -1.453 -0.451 -1.484  C4 1.117
20 H -2.900 -0.713 2.014  S10 1.353



Which structure loses on stability? A does.



A:
Below is one molecule with the formula C5H6IN, with properties calculated with the ωB97M-V functional and the def2-TZVPD basis.

Computed properties:
* E_HOMO: -9.24 eV
* LUMO energy: 0.10 eV
* SMILES: CC(C)=C(I)C#N
* gap between HOMO and LUMO: 9.3444 eV

Last columns: bonded neighbours and bond lengths (Å).
Geometry (Å):
1 C 1.422 1.789 -0.028  C2 1.407, N6 1.168
2 C 1.229 0.396 -0.072  C1 1.407, C3 1.345, I7 2.116
3 C 0.005 -0.161 -0.057  C2 1.345, C4 1.516, C5 1.455
4 C -0.368 -1.630 -0.026  C3 1.516, H8 1.059, H9 1.058, H10 1.167
5 C -1.105 0.772 0.058  C3 1.455, H11 1.180, H12 1.014, H13 1.101
6 N 1.729 2.916 0.011  C1 1.168
7 I 2.969 -0.804 0.009  C2 2.116
8 H 0.133 -2.256 0.667  C4 1.059
9 H 0.036 -2.034 -0.917  C4 1.058
10 H -1.527 -1.753 -0.053  C4 1.167
11 H -2.038 0.246 -0.438  C5 1.180
12 H -0.966 1.735 -0.230  C5 1.014
13 H -1.519 0.786 1.078  C5 1.101



B:
Below is one molecule with the formula C5H6IN, with properties calculated with the ωB97M-V functional and the def2-TZVPD basis.

Computed properties:
* E_HOMO: -9.00 eV
* LUMO energy: 0.75 eV
* SMILES: [H]/N=C/[C@@]1(I)C=CC1
* gap between HOMO and LUMO: 9.7538 eV

Last columns: bonded neighbours and bond lengths (Å).
Geometry (Å):
1 C -0.553 -1.587 0.235  C2 1.334, C4 1.504, H8 1.075
2 C 0.221 -0.954 1.118  C1 1.334, C5 1.487, H9 1.073
3 C 0.311 1.621 0.218  C5 1.781, N6 1.233, H10 1.086
4 C -0.025 -0.832 -0.954  C1 1.504, C5 1.545, H11 1.088, H12 1.090
5 C 0.832 -0.076 0.086  C2 1.487, C3 1.781, C4 1.545, I7 2.135
6 N 1.202 2.472 0.176  C3 1.233, H13 1.017
7 I 2.952 -0.088 -0.162  C5 2.135
8 H -1.299 -2.359 0.304  C1 1.075
9 H 0.369 -1.015 2.178  C2 1.073
10 H -0.766 1.685 0.347  C3 1.086
11 H 0.547 -1.428 -1.663  C4 1.088
12 H -0.747 -0.224 -1.498  C4 1.090
13 H 0.943 3.451 0.268  N6 1.017



Which structure loses on stability? B does.



A:
Below is one molecule with the formula C2HNO3, with properties calculated with the ωB97M-V functional and the def2-TZVPD basis.

Computed properties:
* E_HOMO (alpha / beta): -9.11 / -9.11 eV
* LUMO energy (alpha / beta): -0.55 / -0.55 eV
* SMILES: O=c1o/c1=[NH+]/[O-]
* gap between HOMO and LUMO (alpha / beta): 8.5544 / 8.5528 eV

Last columns: bonded neighbours and bond lengths (Å).
Geometry (Å):
1 C -0.054 0.113 0.051  C2 1.430, N3 1.348, O4 1.401
2 C -1.483 0.160 0.068  C1 1.430, O4 1.403, O5 1.162
3 N 1.237 -0.275 0.042  C1 1.348, O6 1.262, H7 1.123
4 O -0.727 1.342 0.046  C1 1.401, C2 1.403
5 O -2.547 -0.304 0.034  C2 1.162
6 O 1.560 -1.496 0.058  N3 1.262
7 H 2.014 0.460 -0.298  N3 1.123



B:
Below is a 2-piece molecular cluster, C2HNO3 overall, with properties calculated with the ωB97M-V functional and the def2-TZVPD basis.

Computed properties:
* E_HOMO: -11.19 eV
* LUMO energy: 0.36 eV
* gap between HOMO and LUMO: 11.5496 eV

Last columns: bonded neighbours and bond lengths (Å).
Geometry (Å):
1 C -1.682 -0.213 -0.111  N3 1.430, O6 1.291
2 C 1.761 -0.921 0.465  O4 1.166, O5 1.118
3 N -1.199 1.121 0.070  C1 1.430, O6 1.468, H7 1.020
4 O 1.440 -1.296 -0.591  C2 1.166
5 O 2.131 -0.650 1.485  C2 1.118
6 O -2.152 0.653 -0.945  C1 1.291, N3 1.468
7 H -0.299 1.306 -0.374  N3 1.020



Which structure loses on stability? A does.